Density functional theory data (wB97M-V/def2-TZVPD) for an isolated molecule of C5H10O2.

The calculation puts the LUMO energy at 0.8 eV. Its energy above the lowest of the compared OMol25 structures with the same formula, charge and spin is 1.2613 eV. Its SMILES is C[C@@H](O)CCC=O. As for the HOMO-LUMO gap: 10.657 eV. Its max |F| is 0.5 eV Å⁻¹.

Each line ends with the Löwdin charge.
Geometry (Å):
C (-2.276, -0.569, -0.073)  -0.0584
C (-0.845, -0.197, -0.447)  -0.4595
O (-0.948, 1.054, -1.090)  -0.0444
C (0.108, -0.212, 0.775)  -0.1441
C (1.613, -0.348, 0.442)  -0.1479
C (2.239, 0.961, 0.042)  -0.2273
O (1.613, 1.899, -0.400)  0.0447
H (-2.336, -1.558, 0.393)  0.0770
H (-2.696, 0.179, 0.609)  0.0863
H (-2.892, -0.573, -0.978)  0.0812
H (-0.468, -0.956, -1.158)  0.1368
H (-0.090, 1.502, -1.041)  0.0494
H (-0.075, 0.697, 1.364)  0.1286
H (-0.174, -1.061, 1.407)  0.1123
H (1.736, -1.050, -0.397)  0.1258
H (2.239, -0.780, 1.239)  0.1152
H (3.333, 1.069, 0.182)  0.1240

***

Density functional theory data (wB97M-V/def2-TZVPD) for a structure of composition C2H7NP2S in a non-equilibrium geometry.

The calculation puts the LUMO energy (spin up / spin down) at -0.1 / -1.8 eV. Its multiplicity is 3. As for the HOMO-LUMO gap (spin up / spin down): 6.992 / 7.164 eV. As for the expectation value of S²: 2.02. Its max |F| is 2.3 eV Å⁻¹.

Each line ends with the Löwdin charge.
Geometry (Å):
C (-0.876, 0.853, 0.555)  -0.7067
C (-2.215, 0.429, 0.090)  -0.1884
N (1.028, -0.289, -0.833)  -0.7298
P (2.425, 0.599, -0.527)  0.5743
P (0.774, -1.596, 0.090)  0.6635
S (-0.101, 2.118, 1.171)  0.6549
H (-2.153, 0.173, -0.986)  0.0883
H (-2.879, 1.273, 0.065)  0.0573
H (-2.665, -0.412, 0.600)  0.0730
H (1.939, 1.457, 0.647)  -0.1694
H (3.342, -0.189, 0.382)  -0.1134
H (-0.318, -2.085, -0.590)  -0.1184
H (1.700, -2.331, -0.662)  -0.0850

***

Density functional theory data (wB97M-V/def2-TZVPD) for a cluster of 2 separate species, C5H8O2 in total in a non-equilibrium geometry.

The calculation puts the LUMO energy at 0.9 eV. Its energy above the lowest of the compared OMol25 structures with the same formula, charge and spin is 1.3542 eV. As for the HOMO-LUMO gap: 10.709 eV. Its max |F| is 1.4 eV Å⁻¹.

Each line ends with the Löwdin charge.
Geometry (Å):
C (-1.357, -0.693, 0.099)  -0.0631
C (-0.630, 0.525, 0.653)  -0.4577
O (-0.890, 1.683, -0.134)  -0.0571
C (0.871, 0.413, 0.711)  -0.1466
C (1.595, -0.699, 0.625)  -0.0008
C (0.825, -0.078, -2.569)  0.0261
O (1.865, 0.320, -2.793)  0.0356
H (-2.440, -0.577, 0.226)  0.0796
H (-1.140, -0.803, -0.966)  0.0483
H (-1.066, -1.611, 0.617)  0.0765
H (-1.848, 1.789, -0.191)  0.0918
H (1.367, 1.372, 0.859)  0.1107
H (-0.977, 0.704, 1.687)  0.1408
H (2.678, -0.669, 0.706)  0.0594
H (1.146, -1.677, 0.469)  0.0568

***

Density functional theory data (wB97M-V/def2-TZVPD) for a cluster of 2 separate species, C4H11NO2 in total in a non-equilibrium geometry.

The calculation puts the LUMO energy at 0.9 eV. Its energy above the lowest of the compared OMol25 structures with the same formula, charge and spin is 1.6279 eV. Its SMILES is NCCCC=O.O. As for the HOMO-LUMO gap: 10.583 eV. Its max |F| is 2.5 eV Å⁻¹.

Each line ends with the Löwdin charge.
Geometry (Å):
N (2.743, -1.205, -1.118)  -0.0192
C (1.630, -0.691, -0.248)  -0.2775
C (0.596, 0.028, -1.115)  -0.2170
C (-0.813, -0.150, -0.561)  -0.1486
C (-0.846, 0.438, 0.876)  -0.2986
O (-1.135, -0.180, 1.860)  0.0460
H (2.270, -1.652, -1.900)  0.0497
H (3.204, -1.997, -0.677)  0.0578
H (1.932, -0.033, 0.570)  0.1097
H (1.213, -1.596, 0.201)  0.1089
H (0.944, 1.018, -1.410)  0.1191
H (0.621, -0.536, -2.055)  0.1014
H (-1.070, -1.198, -0.443)  0.1157
H (-1.571, 0.462, -1.060)  0.1187
H (-0.410, 1.459, 0.940)  0.1301
O (-3.179, 2.281, 1.889)  -0.0670
H (-2.622, 2.116, 2.670)  0.0453
H (-3.508, 1.435, 1.580)  0.0256

***

Density functional theory data (wB97M-V/def2-TZVPD) for a cluster of 5 separate species, C2H13NO4 in total in a non-equilibrium geometry.

The calculation puts the LUMO energy at 0.6 eV. Its energy above the lowest of the compared OMol25 structures with the same formula, charge and spin is 1.4115 eV. Its SMILES is C=NC.O.O.O.O. As for the HOMO-LUMO gap: 10.700 eV. Its max |F| is 1.2 eV Å⁻¹.

Each line ends with the Löwdin charge.
Geometry (Å):
C (-2.272, 1.066, -0.497)  -0.0408
N (-1.065, 1.415, -0.646)  -0.0967
C (-0.129, 0.365, -1.046)  -0.1140
H (-2.964, 1.618, 0.134)  0.0722
H (-2.589, 0.077, -0.850)  0.0760
H (0.872, 0.773, -0.944)  0.0507
H (-0.259, -0.057, -2.047)  0.0945
H (-0.258, -0.469, -0.355)  0.0547
O (1.286, -2.722, 0.440)  -0.0598
H (2.026, -2.248, 0.049)  0.0294
H (1.142, -2.173, 1.221)  0.0300
O (2.600, -0.149, 1.078)  -0.0400
H (2.636, 0.087, 2.004)  0.0481
H (2.389, 0.586, 0.500)  0.0225
O (-1.707, -2.765, -0.339)  -0.0620
H (-2.440, -2.875, 0.266)  0.0314
H (-0.863, -2.645, 0.110)  -0.0101
O (0.817, 3.180, 0.467)  -0.0924
H (-0.045, 2.821, 0.172)  -0.0120
H (0.821, 4.116, 0.283)  0.0183

***

Density functional theory data (wB97M-V/def2-TZVPD) for a cluster of 2 separate species, C4H9NO2 in total in a non-equilibrium geometry.

The calculation puts the LUMO energy at 0.7 eV. Its energy above the lowest of the compared OMol25 structures with the same formula, charge and spin is 2.9712 eV. Its SMILES is C=CC(N)=O.CO. As for the HOMO-LUMO gap: 10.314 eV. Its max |F| is 4.5 eV Å⁻¹.

Each line ends with the Löwdin charge.
Geometry (Å):
C (-0.269, -1.419, 1.467)  0.0179
C (-1.280, -0.879, 0.780)  -0.0713
C (-1.219, 0.480, -0.069)  -0.5699
N (-0.747, 1.576, 0.577)  0.1768
O (-1.712, 0.451, -1.173)  0.0493
H (0.755, -1.229, 1.158)  0.0543
H (-0.432, -2.229, 2.171)  0.0622
H (-2.289, -1.092, 1.124)  0.1009
H (-0.122, 1.505, 1.366)  0.1082
H (-0.793, 2.446, 0.064)  0.1182
C (1.682, 0.297, -1.260)  -0.1883
O (0.701, -0.637, -1.644)  -0.1841
H (1.927, 0.219, -0.195)  0.0605
H (2.597, 0.133, -1.835)  0.0798
H (1.341, 1.312, -1.484)  0.0706
H (-0.139, -0.933, -1.046)  0.1148

***

Density functional theory data (wB97M-V/def2-TZVPD) for a structure of composition C4H8CuO3 in a non-equilibrium geometry.

The calculation puts the LUMO energy (spin up / spin down) at -1.0 / -1.1 eV. Its energy above the lowest of the compared OMol25 structures with the same formula, charge and spin is 1.2493 eV. Its multiplicity is 2. As for the HOMO-LUMO gap (spin up / spin down): 6.794 / 6.620 eV. As for the expectation value of S²: 0.75. Its max |F| is 2.8 eV Å⁻¹.

Each line ends with the Löwdin charge.
Geometry (Å):
O (-0.609, 0.363, 0.190)  -0.1453
O (-1.129, -1.322, 1.555)  0.1189
C (-1.038, -0.884, 0.442)  -0.2103
O (1.616, -1.507, -0.085)  -0.4240
C (1.987, -2.804, 0.191)  -0.3238
C (-1.466, 1.291, -0.526)  -0.2096
C (-0.946, 2.685, -0.274)  -0.0626
H (1.087, -3.441, 0.344)  0.0641
H (2.559, -3.256, -0.646)  0.0596
H (2.592, -2.938, 1.112)  0.0610
H (-1.404, 1.031, -1.591)  0.1308
H (-2.480, 1.131, -0.139)  0.1307
H (0.132, 2.739, -0.482)  0.0712
H (-1.464, 3.386, -0.942)  0.0907
H (-1.121, 2.987, 0.767)  0.0904
Cu (1.686, 0.539, 0.084)  0.5583

***

Density functional theory data (wB97M-V/def2-TZVPD) for a cluster of 2 separate species, CH4N2O2 in total in a non-equilibrium geometry.

The calculation puts the LUMO energy (spin up / spin down) at 0.4 / -1.9 eV. Its energy above the lowest of the compared OMol25 structures with the same formula, charge and spin is 2.1771 eV. Its multiplicity is 3. As for the HOMO-LUMO gap (spin up / spin down): 9.888 / 8.192 eV. As for the expectation value of S²: 2.01. Its max |F| is 3.8 eV Å⁻¹.

Each line ends with the Löwdin charge.
Geometry (Å):
C (-1.675, 0.032, -0.104)  -0.3835
N (1.555, 0.933, -0.020)  0.1031
N (-0.506, -0.586, 0.228)  -0.0328
O (-2.090, 1.144, -0.066)  0.0739
O (-0.174, -1.766, -0.230)  -0.0087
H (-2.420, -0.735, -0.063)  0.1195
H (1.297, 1.409, -0.843)  -0.0455
H (1.005, 1.481, 0.609)  -0.0388
H (0.293, -2.222, 0.628)  0.2128

***

Copy entry 1 word for word.
Density functional theory data (wB97M-V/def2-TZVPD) for an isolated molecule of C5H10O2.

The calculation puts the LUMO energy at 0.8 eV. Its energy above the lowest of the compared OMol25 structures with the same formula, charge and spin is 1.2613 eV. Its SMILES is C[C@@H](O)CCC=O. As for the HOMO-LUMO gap: 10.657 eV. Its max |F| is 0.5 eV Å⁻¹.

Each line ends with the Löwdin charge.
Geometry (Å):
C (-2.276, -0.569, -0.073)  -0.0584
C (-0.845, -0.197, -0.447)  -0.4595
O (-0.948, 1.054, -1.090)  -0.0444
C (0.108, -0.212, 0.775)  -0.1441
C (1.613, -0.348, 0.442)  -0.1479
C (2.239, 0.961, 0.042)  -0.2273
O (1.613, 1.899, -0.400)  0.0447
H (-2.336, -1.558, 0.393)  0.0770
H (-2.696, 0.179, 0.609)  0.0863
H (-2.892, -0.573, -0.978)  0.0812
H (-0.468, -0.956, -1.158)  0.1368
H (-0.090, 1.502, -1.041)  0.0494
H (-0.075, 0.697, 1.364)  0.1286
H (-0.174, -1.061, 1.407)  0.1123
H (1.736, -1.050, -0.397)  0.1258
H (2.239, -0.780, 1.239)  0.1152
H (3.333, 1.069, 0.182)  0.1240